Entry 1:
{
  "formula": "C3H9N2O7S2",
  "method": "wB97M-V/def2-TZVPD",
  "energy_ev": -42238.320,
  "e_homo_ev": -4.636,
  "multiplicity": 1,
  "charge": -1,
  "elements": ["C", "C", "C", "N", "N", "O", "O", "O", "O", "O", "O", "O", "S", "S", "H", "H", "H", "H", "H", "H", "H", "H", "H"],
  "coordinates": [[0.273, -1.119, 1.549], [-0.023, -0.899, 0.016], [0.272, 0.299, -0.745], [0.094, 1.485, 0.013], [1.702, 0.376, -1.173], [-4.801, 0.937, 0.313], [-2.186, -2.225, 0.897], [-2.621, 0.278, 1.298], [-2.736, 1.798, -0.580], [-1.555, -2.237, -1.529], [-3.145, -0.641, -0.746], [-0.661, 0.315, -1.814], [-3.384, 0.693, 0.144], [-1.777, -1.271, -0.133], [-0.622, -0.819, 2.186], [0.469, -2.225, 1.549], [1.186, -0.607, 1.892], [0.105, 2.150, -0.652], [-0.875, 1.434, 0.281], [2.034, -0.572, -1.187], [2.153, 0.805, -0.435], [-0.966, -1.670, -2.054], [-1.516, 0.804, -1.588]]
}

=====

Entry 2:
{
  "formula": "C4H2N2S",
  "method": "wB97M-V/def2-TZVPD",
  "energy_ev": -17990.852,
  "e_homo_ev": [-8.672, -8.632],
  "multiplicity": 1,
  "elements": ["C", "C", "C", "C", "N", "N", "S", "H", "H"],
  "coordinates": [[-1.393, 0.560, -0.453], [-0.203, -1.379, 0.094], [1.590, 0.889, -0.006], [-0.748, -0.179, 0.514], [-1.997, 1.255, -1.165], [0.319, -2.264, -0.443], [2.430, -0.309, -0.611], [0.850, 1.481, 0.516], [-0.849, -0.055, 1.554]]
}

=====

Entry 3:
{
  "formula": "C3H2ClNO",
  "method": "wB97M-V/def2-TZVPD",
  "energy_ev": -19201.783,
  "e_homo_ev": -9.419,
  "multiplicity": 1,
  "smiles": "Clc1cocn1",
  "elements": ["C", "C", "C", "H", "H", "N", "O", "Cl"],
  "coordinates": [[-0.078, -0.251, -0.007], [1.058, -0.045, -0.874], [0.982, 1.233, 0.951], [1.779, -0.351, -1.620], [1.337, 2.087, 1.441], [-0.172, 0.665, 1.006], [1.687, 0.950, -0.177], [-1.599, -1.154, -0.345]]
}

=====

Entry 4:
{
  "formula": "C2H8NO2",
  "method": "wB97M-V/def2-TZVPD",
  "energy_ev": -7789.018,
  "e_homo_ev": -3.457,
  "multiplicity": 1,
  "charge": -1,
  "elements": ["C", "O", "C", "N", "H", "H", "H", "H", "H", "H", "H", "H", "O"],
  "coordinates": [[0.699, 0.766, 0.664], [1.392, 0.082, -0.317], [-0.846, 0.720, 0.478], [-1.239, 0.472, -0.895], [0.942, 0.415, 1.689], [0.993, 1.839, 0.655], [-1.288, 0.009, 1.175], [-1.244, 1.692, 0.808], [-0.417, 0.735, -1.452], [-1.281, -0.533, -1.051], [1.076, -2.820, -0.697], [0.846, -1.200, -0.439], [0.365, -2.177, -0.619]]
}

=====

Entry 5:
{
  "formula": "C4H6O2",
  "method": "wB97M-V/def2-TZVPD",
  "energy_ev": -8332.818,
  "e_homo_ev": [-7.501, -7.502],
  "multiplicity": 1,
  "elements": ["O", "C", "C", "C", "O", "C", "H", "H", "H", "H", "H", "H"],
  "coordinates": [[-1.031, 1.319, -1.191], [0.015, -0.340, -0.790], [1.116, -0.158, 0.116], [0.142, 0.562, 1.059], [-0.402, -0.682, 1.561], [0.126, -1.261, 0.432], [-1.953, 1.015, -1.242], [-0.008, -0.612, -1.839], [2.190, -0.114, -0.050], [0.504, 1.269, 1.802], [-0.839, 1.343, -0.173], [0.141, -2.340, 0.315]]
}

=====

Entry 6:
{
  "formula": "C24H45Cl3CrN3O4Si",
  "method": "wB97M-V/def2-TZVPD",
  "energy_ev": -112145.808,
  "s2": 3.866,
  "e_homo_ev": [-8.020, -8.133],
  "multiplicity": 4,
  "elements": ["C", "C", "H", "H", "H", "C", "C", "H", "H", "H", "H", "Cr", "Cl", "C", "O", "N", "C", "C", "H", "H", "H", "H", "H", "H", "H", "H", "H", "C", "C", "N", "H", "C", "O", "H", "H", "H", "H", "H", "H", "C", "C", "N", "H", "C", "O", "H", "H", "H", "H", "O", "C", "C", "C", "H", "C", "H", "C", "H", "C", "C", "H", "H", "H", "Si", "Cl", "C", "C", "C", "H", "H", "H", "H", "H", "H", "H", "H", "H", "Cl", "C", "H", "H"],
  "coordinates": [[1.317, 3.118, 2.107], [2.541, 3.002, 1.258], [1.509, 2.764, 3.125], [0.512, 2.547, 1.659], [1.032, 4.180, 2.184], [3.703, 3.457, 1.765], [3.916, 3.995, 3.144], [4.634, 3.437, 1.176], [3.434, 3.344, 3.909], [3.576, 5.026, 3.347], [5.007, 3.953, 3.237], [-0.210, 1.846, -1.618], [0.372, 3.635, -2.829], [-1.251, -0.337, -3.311], [-0.996, -0.111, -2.093], [-1.146, -1.549, -3.870], [-0.991, -2.773, -3.095], [-0.726, -1.604, -5.251], [-1.601, 0.445, -4.018], [-1.812, -2.825, -2.370], [-0.006, -2.786, -2.618], [-1.036, -3.594, -3.822], [-1.412, -1.021, -5.853], [-0.690, -2.658, -5.558], [0.305, -1.214, -5.338], [-4.401, -3.267, -1.316], [-6.925, -2.065, -1.315], [-4.518, -3.118, -0.234], [-6.727, -2.027, -0.233], [-5.308, -1.932, 0.048], [-3.549, -3.022, 0.254], [-4.730, -0.734, 0.328], [-3.556, -0.550, 0.566], [-7.196, -1.131, 0.192], [-5.512, 0.075, 0.331], [-5.053, -3.987, 0.161], [-7.146, -2.932, 0.222], [-3.854, -0.215, 4.415], [-1.293, -0.660, 3.402], [-3.667, -1.195, 4.897], [-1.366, -1.473, 4.124], [-2.714, -1.996, 4.158], [-4.584, -1.775, 4.930], [-3.093, -2.901, 3.245], [-2.374, -3.333, 2.348], [-0.701, -2.281, 3.825], [-4.179, -3.155, 3.422], [-3.269, -1.017, 5.906], [-1.099, -1.087, 5.110], [1.275, 2.056, -0.548], [2.430, 2.734, -0.267], [4.805, 1.593, -0.232], [3.717, 2.161, -0.899], [4.708, 1.296, 0.811], [6.030, 1.342, -0.905], [2.319, 3.716, -0.768], [3.838, 2.445, -2.271], [6.883, 0.923, -0.350], [6.150, 1.698, -2.261], [5.045, 2.214, -2.951], [2.943, 2.816, -2.794], [7.099, 1.541, -2.810], [5.134, 2.485, -4.021], [1.385, -0.959, 0.136], [-0.112, -0.162, 1.355], [2.852, -0.600, 1.222], [1.834, -0.527, -1.680], [0.809, -2.698, 0.111], [3.769, -0.404, 0.652], [2.987, -1.555, 1.745], [2.668, 0.208, 1.933], [0.543, -3.010, 1.139], [1.653, -3.283, -0.313], [-0.067, -2.645, -0.548], [2.915, -0.382, -1.805], [1.359, 0.314, -2.235], [1.576, -1.443, -2.234], [-3.064, 2.155, -2.192], [-2.064, 2.361, -0.740], [-2.127, 3.443, -0.395], [-2.458, 1.671, 0.061]]
}

=====

Entry 7:
{
  "formula": "C6H12O4",
  "method": "wB97M-V/def2-TZVPD",
  "energy_ev": -14604.869,
  "e_homo_ev": -8.115,
  "multiplicity": 1,
  "smiles": "CC(=O)C/C(O)=C(\\C)O.O",
  "elements": ["C", "C", "C", "C", "C", "C", "O", "O", "O", "O", "H", "H", "H", "H", "H", "H", "H", "H", "H", "H", "H", "H"],
  "coordinates": [[-1.217, -0.277, 0.376], [-0.600, 0.629, -0.675], [-1.543, -1.678, -0.058], [1.993, 1.175, 0.976], [0.782, 0.138, -0.994], [1.886, 0.377, -0.279], [-1.047, 0.004, 1.615], [-3.049, 0.600, 0.585], [0.816, -0.646, -2.126], [3.079, -0.111, -0.816], [-2.353, 0.678, 1.468], [-3.705, -0.079, 0.788], [1.733, -0.925, -2.260], [3.743, -0.164, -0.121], [-1.197, 0.603, -1.586], [-0.581, 1.646, -0.291], [-1.927, -2.265, 0.776], [-2.268, -1.667, -0.870], [-0.636, -2.152, -0.434], [2.511, 0.595, 1.746], [2.567, 2.091, 0.809], [1.014, 1.429, 1.370]]
}

=====

Entry 8:
{
  "formula": "C17H22N4O3S2",
  "method": "wB97M-V/def2-TZVPD",
  "energy_ev": -51760.727,
  "e_homo_ev": -7.585,
  "multiplicity": 1,
  "smiles": "CCCCNC(=O)CSc1nc(N)c(C(=O)Nc2ccc(OC)cc2)s1",
  "elements": ["C", "C", "H", "C", "H", "C", "N", "C", "O", "C", "H", "H", "S", "C", "N", "C", "N", "H", "H", "C", "C", "O", "N", "C", "C", "C", "C", "C", "C", "H", "H", "O", "C", "H", "H", "H", "H", "H", "H", "S", "H", "H", "H", "H", "H", "H", "H", "H"],
  "coordinates": [[8.132, -2.024, 0.182], [6.719, -1.622, -0.223], [6.768, -0.719, -0.835], [5.838, -1.371, 0.998], [5.840, -2.259, 1.632], [4.387, -1.050, 0.631], [4.263, 0.199, -0.086], [3.758, 1.309, 0.488], [3.374, 1.362, 1.633], [3.752, 2.526, -0.437], [4.564, 3.201, -0.164], [3.823, 2.252, -1.489], [2.228, 3.484, -0.194], [1.097, 2.208, -0.447], [1.438, 1.018, -0.815], [0.361, 0.197, -0.923], [0.510, -1.073, -1.347], [1.417, -1.495, -1.260], [-0.329, -1.638, -1.258], [-0.866, 0.784, -0.634], [-2.125, 0.069, -0.610], [-2.172, -1.127, -0.887], [-3.203, 0.822, -0.248], [-4.539, 0.440, -0.104], [-5.450, 1.403, 0.315], [-6.789, 1.097, 0.480], [-7.242, -0.193, 0.225], [-6.327, -1.158, -0.197], [-4.994, -0.852, -0.361], [-4.298, -1.606, -0.686], [-6.690, -2.154, -0.392], [-8.535, -0.609, 0.355], [-9.498, 0.321, 0.783], [-10.440, -0.225, 0.817], [-9.591, 1.157, 0.083], [-9.270, 0.707, 1.782], [-7.463, 1.873, 0.807], [-5.110, 2.409, 0.517], [-3.018, 1.793, -0.035], [-0.609, 2.464, -0.208], [4.543, 0.215, -1.052], [3.791, -0.945, 1.540], [3.971, -1.856, 0.019], [6.245, -0.543, 1.581], [6.278, -2.416, -0.831], [8.749, -2.195, -0.697], [8.115, -2.937, 0.772], [8.594, -1.241, 0.779]]
}

=====

Entry 9:
{
  "formula": "C28H32N3O2",
  "method": "wB97M-V/def2-TZVPD",
  "energy_ev": -38111.712,
  "e_homo_ev": -10.261,
  "multiplicity": 1,
  "charge": 1,
  "smiles": "COc1ccc(C2=C[C@@H](N(Cc3ccccc3)C(N(C)C)=[N+](C)C)c3ccccc3O2)cc1",
  "elements": ["C", "N", "C", "C", "N", "C", "C", "C", "C", "C", "C", "C", "N", "C", "C", "H", "H", "H", "H", "H", "H", "H", "H", "H", "H", "H", "H", "H", "H", "H", "H", "H", "H", "H", "C", "O", "C", "C", "C", "C", "C", "O", "C", "C", "C", "C", "C", "C", "C", "C", "C", "C", "H", "H", "H", "H", "H", "H", "H", "H", "H", "H", "H", "H", "H"],
  "coordinates": [[-2.881, 0.262, 2.478], [-1.515, 0.019, 1.995], [-0.692, 1.233, 1.840], [-1.068, -1.172, 1.621], [0.201, -1.362, 1.043], [1.244, -2.034, 1.881], [2.560, -1.252, 2.095], [2.993, -0.948, 3.407], [4.295, -0.495, 3.637], [5.161, -0.231, 2.556], [4.659, -0.410, 1.268], [3.369, -0.878, 1.021], [-1.861, -2.300, 1.947], [-1.559, -2.879, 3.274], [-1.900, -3.394, 0.953], [-3.326, -0.720, 2.670], [-2.875, 0.840, 3.387], [-3.478, 0.784, 1.744], [0.358, 0.979, 2.077], [-0.765, 1.653, 0.809], [-1.064, 1.987, 2.554], [0.988, -2.146, 2.973], [1.323, -3.071, 1.480], [2.331, -1.101, 4.274], [4.628, -0.293, 4.653], [6.173, 0.171, 2.723], [5.264, -0.127, 0.413], [3.030, -0.973, -0.007], [-1.380, -2.092, 4.022], [-2.431, -3.461, 3.558], [-0.693, -3.553, 3.243], [-2.361, -3.025, 0.018], [-0.899, -3.782, 0.703], [-2.498, -4.202, 1.375], [-1.492, 6.918, -3.385], [-0.437, 6.262, -2.606], [-0.438, 4.905, -2.438], [0.409, 4.411, -1.410], [0.401, 3.073, -1.139], [-0.383, 2.154, -1.864], [-0.322, 0.718, -1.599], [-1.229, -0.067, -2.231], [-0.915, -1.400, -2.506], [-0.140, -2.055, -1.505], [0.031, -3.427, -1.749], [-0.427, -4.068, -2.886], [-1.043, -3.314, -3.903], [-1.356, -1.975, -3.691], [0.674, -1.278, -0.514], [0.583, 0.167, -0.753], [-1.205, 2.678, -2.907], [-1.197, 4.007, -3.209], [-1.381, 7.985, -3.119], [-1.309, 6.765, -4.455], [-2.482, 6.548, -3.099], [1.050, 5.099, -0.896], [1.012, 2.710, -0.297], [0.520, -4.070, -1.005], [-0.302, -5.127, -3.071], [-1.382, -3.764, -4.838], [-1.912, -1.378, -4.400], [1.727, -1.711, -0.482], [1.258, 0.817, -0.182], [-1.870, 2.026, -3.468], [-1.771, 4.364, -4.078]]
}

=====

Entry 10:
{
  "formula": "C32H89FN13O6P5",
  "method": "wB97M-V/def2-TZVPD",
  "energy_ev": -115426.669,
  "e_homo_ev": -7.375,
  "multiplicity": 1,
  "smiles": "CN(C)P(=O)(N(C)C)N(C)C.CN(C)P(=O)(N(C)C)N(C)C.CN(C)P(=O)(N(C)C)N(C)C.CN(C)P(=O)(N(C)C)N(C)C.NCCP(CCCCO)CC(=O)F",
  "elements": ["N", "C", "C", "P", "C", "C", "C", "C", "O", "C", "C", "O", "F", "H", "H", "H", "H", "H", "H", "H", "H", "H", "H", "H", "H", "H", "H", "H", "H", "H", "O", "P", "N", "C", "C", "N", "C", "C", "N", "C", "C", "H", "H", "H", "H", "H", "H", "H", "H", "H", "H", "H", "H", "H", "H", "H", "H", "H", "H", "O", "P", "N", "C", "C", "N", "C", "C", "N", "C", "C", "H", "H", "H", "H", "H", "H", "H", "H", "H", "H", "H", "H", "H", "H", "H", "H", "H", "H", "O", "P", "N", "C", "C", "N", "C", "C", "N", "C", "C", "H", "H", "H", "H", "H", "H", "H", "H", "H", "H", "H", "H", "H", "H", "H", "H", "H", "H", "O", "P", "N", "C", "C", "N", "C", "C", "N", "C", "C", "H", "H", "H", "H", "H", "H", "H", "H", "H", "H", "H", "H", "H", "H", "H", "H", "H", "H"],
  "coordinates": [[4.290, -0.187, -3.218], [2.800, -0.219, -3.468], [2.267, -1.476, -4.374], [2.663, -3.215, -3.589], [4.361, -3.760, -4.282], [5.642, -3.453, -3.311], [5.969, -4.633, -2.203], [6.838, -4.072, -0.931], [6.211, -2.975, -0.179], [2.714, -3.056, -1.647], [1.273, -3.743, -1.148], [0.123, -3.537, -1.815], [1.273, -4.648, 0.029], [4.507, 0.044, -2.202], [4.793, 0.491, -3.833], [2.263, -0.092, -2.431], [2.542, 0.771, -4.083], [1.075, -1.411, -4.356], [2.575, -1.413, -5.502], [4.452, -3.306, -5.363], [4.304, -4.941, -4.431], [6.598, -3.417, -4.025], [5.618, -2.421, -2.759], [6.648, -5.434, -2.767], [4.983, -5.208, -1.915], [7.918, -3.683, -1.249], [6.999, -4.960, -0.152], [5.365, -2.649, -0.604], [2.741, -1.945, -1.282], [3.550, -3.724, -1.161], [-2.514, 1.959, -1.055], [-3.753, 1.070, -0.787], [-3.261, 0.824, 0.831], [-3.284, -0.378, 1.641], [-3.431, 1.993, 1.698], [-3.159, -0.171, -1.818], [-2.128, -1.103, -1.377], [-2.795, 0.300, -3.162], [-5.178, 0.049, -0.479], [-6.278, 0.664, 0.247], [-5.370, -1.367, -0.725], [-4.286, -0.626, 2.003], [-2.644, -0.265, 2.527], [-2.879, -1.247, 1.131], [-4.456, 2.061, 2.073], [-3.208, 2.923, 1.165], [-2.748, 1.964, 2.555], [-1.291, -0.592, -0.886], [-1.723, -1.691, -2.211], [-2.541, -1.855, -0.707], [-1.806, 0.776, -3.171], [-3.523, 1.028, -3.530], [-2.780, -0.529, -3.878], [-6.283, 0.356, 1.297], [-7.247, 0.408, -0.194], [-6.201, 1.756, 0.216], [-4.813, -1.984, -0.017], [-5.097, -1.654, -1.744], [-6.423, -1.655, -0.627], [-5.558, -1.228, 3.992], [-6.837, -0.987, 4.831], [-6.092, -1.664, 6.212], [-6.628, -2.561, 7.218], [-5.065, -0.814, 6.821], [-7.712, -2.174, 3.947], [-7.548, -3.598, 4.210], [-7.669, -1.977, 2.490], [-8.307, -0.710, 5.796], [-8.292, 0.432, 6.697], [-9.493, -1.533, 5.930], [-7.283, -2.052, 7.931], [-5.819, -3.023, 7.800], [-7.167, -3.404, 6.798], [-5.513, -0.071, 7.489], [-4.488, -0.276, 6.063], [-4.339, -1.403, 7.393], [-6.493, -3.887, 4.281], [-8.016, -4.216, 3.432], [-8.069, -3.890, 5.121], [-6.732, -2.351, 2.058], [-7.758, -0.917, 2.238], [-8.500, -2.496, 2.000], [-8.111, 0.121, 7.730], [-9.235, 0.988, 6.662], [-7.504, 1.138, 6.414], [-9.305, -2.426, 6.528], [-9.906, -1.829, 4.961], [-10.307, -0.991, 6.425], [2.892, -1.846, 1.948], [2.006, -0.936, 2.833], [3.384, -0.099, 3.401], [3.712, 0.364, 4.735], [3.994, 0.797, 2.415], [1.597, -2.245, 3.871], [2.513, -2.720, 4.901], [1.069, -3.420, 3.162], [0.987, 0.110, 3.852], [0.727, 1.452, 3.355], [0.473, -0.119, 5.188], [3.160, 1.265, 5.017], [4.780, 0.607, 4.813], [3.554, -0.388, 5.502], [3.480, 1.763, 2.390], [3.954, 0.372, 1.408], [5.054, 0.973, 2.628], [3.533, -2.849, 4.519], [2.188, -3.677, 5.330], [2.526, -2.044, 5.755], [1.874, -4.024, 2.724], [0.396, -3.117, 2.355], [0.493, -4.060, 3.838], [1.357, 2.192, 3.858], [-0.321, 1.739, 3.492], [0.928, 1.514, 2.280], [1.255, -0.043, 5.945], [-0.025, -1.088, 5.282], [-0.294, 0.616, 5.457], [2.784, 3.828, -6.100], [3.934, 4.611, -6.780], [5.099, 3.642, -5.990], [6.356, 4.011, -5.369], [5.201, 2.276, -6.511], [3.582, 6.030, -5.876], [4.011, 6.180, -4.490], [2.176, 6.451, -5.959], [5.256, 5.510, -7.562], [5.903, 4.867, -8.695], [5.893, 6.750, -7.163], [7.146, 4.207, -6.100], [6.720, 3.209, -4.714], [6.274, 4.873, -4.714], [5.843, 2.238, -7.396], [4.220, 1.880, -6.793], [5.601, 1.585, -5.760], [3.791, 5.289, -3.890], [3.536, 7.042, -4.004], [5.075, 6.404, -4.433], [1.537, 5.868, -5.284], [1.793, 6.330, -6.976], [2.068, 7.510, -5.698], [6.862, 4.425, -8.407], [6.078, 5.571, -9.515], [5.273, 4.069, -9.100], [6.540, 6.614, -6.294], [5.169, 7.541, -6.952], [6.525, 7.155, -7.962]]
}

=====

- Which formula does entry 8 have?
  C17H22N4O3S2